[1]
A structure of composition C6H6O2 in a non-equilibrium geometry, computed with ωB97M-V with the def2-TZVPD basis set.

CARTESIAN COORDINATES (ANGSTROEM)
C: 0.8512 -0.8478 0.1440
C: -0.2226 0.0072 1.0338
C: -1.5407 -0.7127 0.5497
C: -1.4429 -0.8044 -0.7224
C: 0.0627 -0.3465 -0.9540
C: -0.0811 0.9202 0.0613
H: 2.5340 -0.2532 0.7577
H: 0.9280 -1.7996 0.4363
H: 0.0603 0.2769 2.1068
H: -2.1190 -1.0127 1.5119
H: -2.4175 -1.0308 -1.1868
H: 0.4988 -0.4500 -1.9403
O: 2.2869 -0.1891 -0.1068
O: -0.4424 2.0607 -0.1882

Summary:
spin multiplicity	1
total charge	0
E_tot	-10408.4469	eV

[2]
A structure of composition C6H6O3Tl in a non-equilibrium geometry, computed with ωB97M-V with the def2-TZVPD basis set.

CARTESIAN COORDINATES (ANGSTROEM)
C: 1.1056 -1.2508 -0.7574
C: 0.5223 -0.0731 -0.9928
C: -0.9770 0.0542 -1.0119
C: -1.5226 1.0530 0.0226
O: -2.8934 1.1009 0.0614
Tl: -4.9364 -0.0320 -0.2934
H: 1.1090 0.8518 -1.0817
H: -1.4245 -0.9370 -0.8288
H: -1.3468 0.3645 -2.0051
H: -1.0804 2.0507 -0.2123
H: -1.0789 0.7807 1.0092
O: 2.5418 -1.0572 -0.1448
H: 2.9759 -0.3079 -0.6029
C: 2.9861 -0.8799 1.2102
C: 2.2942 -0.9180 2.2846
O: 1.7253 -0.8001 3.3431

Summary:
spin multiplicity	1
total charge	-1
E_tot	-17148.3439	eV

[3]
The molecule C6H6O4S in a non-equilibrium geometry, computed with ωB97M-V with the def2-TZVPD basis set.

CARTESIAN COORDINATES (ANGSTROEM)
C: 2.7875 -0.0936 -0.0032
C: 1.9910 -1.1657 0.0217
C: 0.4518 0.4581 -0.0049
C: 1.9128 1.0890 -0.1054
C: -2.3126 -0.9417 0.6062
C: -2.3707 -0.3343 -0.6062
O: -1.9205 1.9872 0.7286
O: -0.2758 0.9475 -1.0267
O: 0.6810 -0.9601 -0.0254
O: 1.9999 2.2377 -0.4828
S: -1.8730 1.4824 -0.6122
H: 3.8674 -0.1491 -0.0789
H: 2.1209 -2.1949 0.1524
H: 0.0421 0.7163 0.8953
H: -2.5039 -1.9709 0.6494
H: -2.2997 -0.2130 1.4367
H: -2.2981 -0.8948 -1.5445

Summary:
spin multiplicity	1
total charge	0
E_tot	-25340.8531	eV

[4]
The molecule C6H6OS in a non-equilibrium geometry, computed with ωB97M-V with the def2-TZVPD basis set.

CARTESIAN COORDINATES (ANGSTROEM)
C: -1.7525 -0.4536 -0.4344
C: -0.8711 -1.4714 -0.3192
C: 0.2053 -0.9318 0.6102
C: 1.9215 0.8215 -0.3875
C: 0.7239 1.4493 -0.1380
C: -0.2370 0.6330 0.6799
H: -2.5540 -0.4437 -1.1437
H: -0.9941 -2.5061 -0.8634
H: 0.1351 -1.5448 1.5837
H: 2.7730 1.2375 -0.8865
H: 0.3326 2.4203 -0.7570
H: -0.0991 1.0248 1.7540
O: -1.5503 0.6551 0.2468
S: 1.9668 -0.8901 0.0551

Summary:
structure (SMILES)	C1=C[C@H]2SC=C[C@H]2O1
spin multiplicity	1
total charge	0
E_tot	-19199.4793	eV

[5]
A cluster of 2 separate species, C6H6OS2 in total in a non-equilibrium geometry, computed with ωB97M-V with the def2-TZVPD basis set.

CARTESIAN COORDINATES (ANGSTROEM)
C: -1.9188 0.3072 0.6755
C: -1.6635 0.8803 -0.5803
C: -1.0234 -0.6621 1.1642
C: -0.6165 0.5084 -1.3291
C: -0.0175 -1.1874 0.2861
C: 0.1790 -0.5879 -0.9752
O: 2.8427 0.5911 0.9180
S: 1.2825 -1.4149 -1.9338
S: 3.8756 -0.2903 -0.0055
H: -2.7833 0.7005 1.2521
H: -2.2528 1.6423 -0.9157
H: -1.1734 -1.0887 2.2367
H: -0.5336 1.1037 -2.2081
H: 0.7009 -2.0006 0.5753
H: 3.1022 1.4982 0.8397

Summary:
spin multiplicity	1
total charge	0
E_tot	-30034.0700	eV

[6]
The molecule C6H6P2 in a non-equilibrium geometry, computed with ωB97M-V with the def2-TZVPD basis set.

CARTESIAN COORDINATES (ANGSTROEM)
C: 0.9039 -1.5390 -0.0102
C: -1.1882 1.6707 -0.0652
C: 2.1671 -0.9587 -0.0156
C: -2.2382 0.9526 0.0649
C: -0.2273 -0.6516 -0.1565
C: 0.1476 0.6596 -0.2385
P: 1.9833 0.8346 0.0394
P: -2.0023 -0.9003 -0.0777
H: 0.6321 -2.6330 0.0353
H: -0.9766 2.7311 -0.0093
H: 3.1294 -1.3440 -0.0108
H: -3.1738 1.3309 0.2313
H: 2.7114 1.0967 -1.0636
H: -1.8685 -1.2497 1.2765

Summary:
structure (SMILES)	C1=[PH]=c2cc[pH]c2=C1
spin multiplicity	1
total charge	0
E_tot	-24893.6428	eV

[7]
The molecule C6H6S in a non-equilibrium geometry, computed with ωB97M-V with the def2-TZVPD basis set.

CARTESIAN COORDINATES (ANGSTROEM)
C: 0.1140 0.9909 -0.5557
C: -0.6650 -0.7348 1.0232
C: -1.4493 -1.1574 0.0512
C: 1.3173 0.9290 0.3729
C: 1.0543 -1.2100 -0.6299
C: -0.1817 -0.4851 -0.3486
S: 2.3140 -0.4042 0.1529
H: -0.6815 1.7623 -0.3068
H: 0.5497 1.3285 -1.4928
H: -0.4787 -0.9046 2.0113
H: -2.2339 -1.7173 -0.4489
H: 1.6894 1.5858 1.0697
H: 1.2285 -2.1726 -0.9144

Summary:
spin multiplicity	3
total charge	0
E_tot	-17147.3303	eV

[8]
The molecule C6H6S2 in a non-equilibrium geometry, computed with ωB97M-V with the def2-TZVPD basis set.

CARTESIAN COORDINATES (ANGSTROEM)
C: -1.6307 0.4351 0.5959
C: -1.9264 -0.4643 -0.3393
C: -0.2799 0.6107 0.8240
C: -0.8764 -1.0483 -0.8961
C: 0.5124 -0.2338 -0.2525
C: 2.0113 -0.1961 0.3686
S: 2.5441 1.5088 0.3660
S: 3.1534 -0.0157 -0.9774
H: -2.5167 0.8874 1.0286
H: -2.9005 -0.6576 -0.7303
H: -0.0198 1.3530 1.5607
H: 2.5267 -0.9453 0.9942
H: -1.0181 -1.8679 -1.6084
H: 0.4206 0.6342 -0.9339

Summary:
structure (SMILES)	C1=CC(C2SS2)C=C1
spin multiplicity	1
total charge	0
E_tot	-27985.1484	eV

[9]
A structure of composition C6H72BNO28 in a non-equilibrium geometry, computed with ωB97M-V with the def2-TZVPD basis set.

CARTESIAN COORDINATES (ANGSTROEM)
C: 23.2140 56.7640 37.5270
O: 23.9150 56.6240 36.1650
C: 23.0780 55.8920 35.3060
C: 23.8360 55.8670 33.9940
N: 22.9710 55.6000 32.8370
H: 23.3610 55.7990 31.9770
H: 22.7640 54.5610 32.8250
C: 21.8250 56.4010 32.4140
C: 22.0570 57.9120 32.3110
O: 20.7640 58.5440 32.0280
C: 20.1170 58.8830 33.1710
H: 22.3160 57.2520 37.4180
H: 23.9720 57.2620 38.1100
H: 22.9040 55.7970 38.0430
H: 22.1790 56.4230 35.2700
H: 22.8490 55.1190 35.8800
H: 24.5180 55.2230 34.0770
H: 24.3500 56.7960 33.6840
H: 21.2750 56.1550 33.2720
H: 21.5250 55.9260 31.4890
H: 22.6870 58.0750 31.5380
H: 22.7200 58.2520 33.1000
H: 19.3790 59.4780 33.2180
H: 21.0100 59.3390 33.8350
H: 19.5680 58.0060 33.6930
B: 25.3170 59.6950 33.5080
H: 24.5780 59.3120 34.3580
H: 24.7130 60.2290 32.5320
H: 26.0990 60.5910 34.0070
H: 26.1150 58.7500 33.3230
O: 27.1560 55.7570 33.9720
H: 26.6840 54.8980 33.8110
H: 26.7600 56.0560 34.7480
O: 26.6190 55.8230 38.5480
H: 26.4770 56.3430 37.7310
H: 26.2840 56.4890 39.1580
O: 18.8570 54.4620 33.9900
H: 19.2710 55.0790 34.5890
H: 18.4120 55.0940 33.3410
O: 22.3640 52.7770 33.4850
H: 21.5050 52.2010 33.4030
H: 22.7990 52.5060 32.7380
O: 25.6090 57.0560 40.6610
H: 25.8050 56.2140 41.2080
H: 24.7320 57.0620 40.9140
O: 22.3470 61.3900 33.6270
H: 22.2710 61.1110 34.6330
H: 23.3280 61.0280 33.5400
O: 20.9370 57.9820 39.4870
H: 20.4670 58.3300 40.2200
H: 21.4750 57.3960 39.9560
O: 23.3960 52.6440 30.7710
H: 23.6090 53.0060 30.0870
H: 23.7810 51.7590 30.7470
O: 22.9260 60.4330 29.1060
H: 22.2690 60.3600 29.8710
H: 23.5220 59.9330 29.6120
O: 19.2070 56.6890 29.1480
H: 20.0290 56.4280 29.2230
H: 19.3090 57.5370 28.8170
O: 21.1510 60.4410 31.3260
H: 20.9260 59.6280 31.3990
H: 21.4600 60.8430 32.1210
O: 19.8800 57.1090 36.5080
H: 19.2180 57.8210 36.2130
H: 20.6460 57.7280 36.3260
O: 25.1080 58.3680 29.8270
H: 25.3750 58.3110 28.8620
H: 25.9800 58.5710 30.1190
O: 18.0170 59.1330 35.7230
H: 18.2880 59.7260 35.0010
H: 16.9820 58.8480 35.6240
O: 18.6750 55.9230 31.5670
H: 18.9140 56.5860 31.0660
H: 18.8850 54.9960 31.2080
O: 24.1420 52.1430 35.4150
H: 23.7670 52.6580 36.0610
H: 23.4610 52.2570 34.7010
O: 26.4650 56.6340 36.1020
H: 27.1270 57.1540 35.6190
H: 25.7130 57.0720 36.0900
O: 19.0060 61.6580 34.2750
H: 19.2200 62.4750 34.9460
H: 18.2070 61.9420 33.7730
O: 22.8280 56.7530 40.5080
H: 22.6870 55.9480 40.1060
H: 23.0150 56.7140 41.4610
O: 24.2960 52.8390 38.2050
H: 24.3910 51.9300 38.5170
H: 23.8060 53.2620 38.9180
O: 26.4000 53.7060 36.2460
H: 25.7170 53.2060 35.8670
H: 25.9760 53.7970 37.1840
O: 25.7840 59.0340 40.2000
H: 25.6920 58.1450 40.3580
H: 25.1890 59.1530 39.4080
O: 24.9880 59.2040 37.4490
H: 24.7450 59.3240 36.4620
H: 25.9200 59.2530 37.2350
O: 21.9970 59.2870 37.0560
H: 21.3970 59.0330 37.6780
H: 22.7280 59.4230 37.4510
O: 25.9410 53.2880 32.9790
H: 25.9860 53.1160 32.0370
H: 26.1990 52.4400 33.5090
O: 24.7020 56.4950 30.9740
H: 25.7110 56.5010 31.0220
H: 24.6580 57.2380 30.4140

Summary:
spin multiplicity	1
total charge	0
E_tot	-66869.7465	eV

[10]
The molecule C6H7BO2S in a non-equilibrium geometry, computed with ωB97M-V with the def2-TZVPD basis set.

CARTESIAN COORDINATES (ANGSTROEM)
B: -0.3522 0.0872 -0.3318
C: -0.0529 1.0311 1.9029
C: -0.1926 2.1321 2.6554
C: -1.1713 2.4368 0.3874
C: -0.6070 1.2506 0.5713
C: 0.1323 -1.5069 -2.1084
C: 1.0101 -2.4218 -1.0447
O: -0.3283 -0.3921 -1.4909
O: 0.6013 -2.1640 0.1497
S: -1.0515 3.3984 1.7801
H: 0.4660 0.1931 2.3281
H: 0.0641 2.4915 3.6022
H: -1.5161 2.7063 -0.5581
H: 0.7449 -1.4099 -2.9473
H: -0.6134 -2.3131 -2.3462
H: 0.7972 -3.4901 -1.2201
H: 2.0696 -2.0293 -1.3297

Summary:
spin multiplicity	1
total charge	0
E_tot	-21938.9029	eV

[11]
A cluster of 2 separate species, C6H7Br2N in total in a non-equilibrium geometry, computed with ωB97M-V with the def2-TZVPD basis set.

CARTESIAN COORDINATES (ANGSTROEM)
C: -2.2544 2.0544 -0.1829
C: 1.2420 -1.4505 0.5580
C: -2.2649 0.9539 0.6640
C: -2.1246 -0.2753 0.3239
C: 1.8766 -0.4100 0.1829
C: 1.8355 0.0361 -1.2098
N: -2.2323 2.9767 -0.8611
Br: -2.0332 -1.7964 1.4740
Br: 2.7681 0.6506 1.4003
H: 1.1964 -1.9143 1.5113
H: 0.8366 -1.9759 -0.2439
H: -2.1519 1.2065 1.6532
H: -2.3223 -0.6108 -0.6335
H: 2.8868 0.5200 -1.4448
H: 1.1159 0.7710 -1.3349
H: 1.6256 -0.7360 -1.8566

Summary:
structure (SMILES)	N#C/C=C/Br.C=C(C)Br
spin multiplicity	1
total charge	0
E_tot	-147907.9124	eV

[12]
The molecule C6H7BrN2OS in a non-equilibrium geometry, computed with ωB97M-V with the def2-TZVPD basis set.

CARTESIAN COORDINATES (ANGSTROEM)
C: 1.5059 -0.9396 -0.3893
C: 2.3597 0.0883 -0.0782
C: 2.0733 1.3881 0.1961
C: 0.0038 -1.0581 -0.4314
C: -0.7369 -0.4244 0.7307
C: -0.3547 1.0121 0.8810
N: -0.1053 3.1143 0.1434
N: -0.5182 1.8794 -0.1211
O: -0.9154 1.5385 -1.2596
S: 1.9943 2.9389 0.3287
Br: 4.2895 -0.3486 -0.2210
H: 2.1321 -1.8395 -0.5494
H: -0.3550 -0.6350 -1.4081
H: -0.3402 -2.1297 -0.3912
H: -1.8398 -0.3435 0.4376
H: -0.6469 -1.0066 1.6728
H: -0.1004 1.5849 1.7769
H: -0.0962 3.7083 -0.6653

Summary:
spin multiplicity	1
total charge	0
E_tot	-92234.4411	eV